DFT (wB97M-V/def2-TZVPD) results for a molecular structure, C34H29AlN6O4S2.

Geometry as XYZ:
```
76
Properties=species:S:1:pos:R:3:forces:R:3:lowdin_charge:R:1
Al -0.53636 -0.68682 0.49872 -0.38 -0.49 -0.28 -0.290
O -1.39404 2.19263 4.85326 0.02 -0.04 0.02 0.047
C -0.27087 1.50720 5.12859 0.01 0.03 0.01 -0.268
C 0.41950 1.84581 6.29238 0.00 -0.01 -0.02 -0.014
C 1.58429 1.18616 6.62843 0.03 0.01 0.04 -0.082
C 2.09155 0.17569 5.81553 -0.01 0.01 -0.02 -0.093
C 1.41646 -0.15358 4.65745 0.00 -0.04 0.00 -0.030
C 0.23562 0.49482 4.29424 -0.07 0.02 0.01 -0.077
C -0.43578 0.11065 3.04045 -0.05 0.05 -0.09 -0.365
O 0.14822 -0.73979 2.24786 -0.11 0.00 0.11 -0.001
N -1.59796 0.65284 2.74433 0.09 -0.16 0.02 0.113
N -2.03827 0.07026 1.55717 0.14 0.28 0.18 0.006
C -3.29496 -0.06583 1.36125 0.06 0.00 0.01 -0.019
C -3.78479 -0.98530 0.36829 -0.05 0.00 0.04 -0.145
C -5.13906 -0.95095 0.00811 -0.01 0.00 -0.03 -0.039
C -5.68901 -1.91718 -0.79999 0.03 0.01 0.02 -0.094
C -4.87532 -2.97051 -1.22659 -0.05 -0.05 -0.04 -0.078
C -3.55054 -3.04421 -0.86240 0.07 0.04 0.02 -0.004
C -2.95400 -2.04548 -0.07188 -0.09 -0.08 -0.17 -0.317
O -1.67821 -2.14886 0.24142 0.16 0.06 0.14 -0.127
H -1.78013 1.81278 4.02910 0.03 -0.03 0.00 0.050
H 0.01479 2.63243 6.91584 0.00 -0.01 -0.01 0.117
H 2.10629 1.46228 7.53678 -0.01 -0.01 -0.01 0.103
H 3.00552 -0.33797 6.08249 -0.01 0.00 0.00 0.099
H 1.78973 -0.92403 3.99588 0.00 0.01 0.00 0.116
H -3.99235 0.43120 2.03458 -0.01 -0.02 0.04 0.147
H -5.75177 -0.13756 0.38127 0.01 0.00 0.00 0.114
H -6.73019 -1.87314 -1.08750 0.00 0.00 0.00 0.098
H -5.29349 -3.74623 -1.85711 0.01 0.00 0.01 0.104
H -2.92377 -3.85896 -1.20308 0.00 0.00 0.01 0.114
S -1.02212 0.11131 -1.63884 -0.12 0.31 0.05 0.814
C -1.11104 1.78751 -1.14044 0.25 -0.08 0.12 -0.742
N -1.82558 2.66162 -1.74891 -0.33 -0.11 0.03 0.048
N -1.94129 3.92064 -1.26638 0.43 0.12 -0.01 0.003
C -2.10376 4.38388 0.05089 -0.16 -0.03 -0.04 -0.250
C -2.03401 5.76294 0.24600 0.04 -0.01 0.04 -0.039
C -2.26557 6.30826 1.49868 0.00 -0.01 0.00 -0.093
C -2.57323 5.49157 2.57734 0.00 0.01 0.00 -0.097
C -2.65554 4.12051 2.37687 0.02 -0.08 -0.01 -0.085
C -2.42587 3.56202 1.12887 -0.02 0.03 0.08 -0.048
N -0.23263 2.25276 -0.11516 -0.02 -0.01 -0.29 0.103
N 0.35975 1.36294 0.50181 0.07 -0.12 0.28 0.046
C 1.33741 1.83986 1.43681 -0.03 -0.08 -0.18 -0.228
C 1.13490 3.00240 2.16366 0.01 0.05 0.04 0.000
C 2.10220 3.39335 3.07673 -0.02 0.02 0.00 -0.059
C 3.25800 2.64201 3.23864 0.01 -0.01 0.01 -0.077
C 3.45044 1.48461 2.49446 -0.03 0.00 -0.02 -0.074
C 2.47804 1.06885 1.60022 0.10 0.02 0.06 -0.017
H -2.30231 4.53988 -1.96651 -0.14 0.01 -0.12 0.130
H -1.78242 6.40632 -0.58928 0.01 -0.02 0.00 0.109
H -2.19475 7.38086 1.62923 -0.01 -0.01 0.01 0.101
H -2.74269 5.91321 3.55899 0.00 -0.01 -0.01 0.100
H -2.89162 3.46446 3.20602 -0.03 0.10 -0.04 0.091
H -2.49451 2.48999 1.01180 0.00 0.06 -0.06 0.077
H 0.22228 3.57028 2.03042 0.01 -0.02 -0.01 0.109
H 1.94377 4.28536 3.66881 0.01 -0.01 0.01 0.111
H 4.00532 2.95135 3.95812 -0.01 -0.01 0.00 0.106
H 4.34730 0.89329 2.62808 0.00 0.02 0.01 0.106
H 2.59071 0.15341 1.03275 -0.05 0.03 0.00 0.104
C 0.42370 -4.08279 1.25909 0.04 -0.05 0.08 -0.187
S 0.75739 -3.32558 -0.32414 -0.22 0.01 -0.08 1.077
O 0.88869 -1.84155 -0.01084 0.26 0.35 0.04 -0.443
C 2.44655 -3.83271 -0.51336 0.07 0.00 0.01 -0.383
C 2.68168 -5.07940 -1.07593 0.07 0.00 -0.01 -0.085
C 3.99024 -5.51101 -1.22638 0.00 -0.02 -0.01 -0.072
C 5.04068 -4.69159 -0.83391 0.00 -0.01 0.00 -0.072
C 4.78777 -3.44028 -0.29048 0.00 0.04 0.02 -0.061
C 3.48226 -2.99938 -0.12500 0.04 -0.06 0.00 -0.051
H 1.08246 -3.62328 1.99556 -0.01 0.00 -0.01 0.078
H 0.61348 -5.15234 1.17415 -0.03 0.01 0.00 0.068
H -0.62127 -3.87559 1.47643 0.01 -0.01 0.04 0.055
H 1.85732 -5.70271 -1.40345 -0.01 0.02 0.01 0.114
H 4.18967 -6.48028 -1.66377 0.00 0.01 0.01 0.109
H 6.06178 -5.02683 -0.96091 -0.01 0.00 0.00 0.107
H 5.60989 -2.80066 0.00343 -0.01 -0.01 -0.01 0.110
H 3.26233 -2.02423 0.28706 -0.01 -0.02 -0.01 0.101
```
Positions in Å, forces in eV/Å.

Calculated values
Multiplicity: 1
E_tot, eV: -81130.2000
M, g/mol: 676.76
Energy relative to the best compared isomer or geometry (same formula, charge and spin), kJ/mol: 36.3
Maximum force, eV/A: 0.68
Gap between HOMO and LUMO, eV: 6.59